--- 1 ---
An isolated molecule of C9H8N2O, computed with ωB97M-V with the def2-TZVPD basis set.

Computed properties:
HOMO level   -8.96 eV
SMILES   Cc1nc(=O)c2ccccc2[nH]1
Kohn-Sham gap   9.2 eV
Lowest unoccupied orbital energy   0.3 eV

Structure (ORCA input):
```
! RIJCOSX wB97M-V def2-TZVPD def2/J DEFGRID3
* xyz 0 1
C -3.2088 -0.7693 0.1537
C -1.9006 -0.0506 -0.0884
C -0.5344 1.9024 -0.2369
C 0.5664 0.9117 -0.1884
C 1.9081 1.4866 0.0937
C 2.8198 0.4443 0.1560
C 2.6076 -0.9503 -0.1677
C 1.3416 -1.4372 -0.3347
C 0.2934 -0.3947 -0.3974
H -3.3431 -0.8913 1.2496
H -3.5253 -1.5283 -0.6658
H -3.7191 0.1864 0.0993
H 2.2515 2.5258 0.1299
H 3.8085 0.6360 0.3761
H 3.7361 -1.2633 0.1462
H 1.1115 -2.5027 -0.2824
H -1.0531 -1.8063 0.4904
N -1.8727 1.3160 -0.2801
N -0.9408 -0.8885 -0.1328
O -0.3466 3.0732 -0.1203
*
```

***

--- 2 ---
An isolated molecule of C9H8N2O, computed with ωB97M-V with the def2-TZVPD basis set.

Computed properties:
HOMO level   -8.89 eV
SMILES   Oc1ccc(-n2ccnc2)cc1
Kohn-Sham gap   9.4 eV
Lowest unoccupied orbital energy   0.5 eV

Structure (ORCA input):
```
! RIJCOSX wB97M-V def2-TZVPD def2/J DEFGRID3
* xyz 0 1
C -2.8929 -0.0316 0.1360
C -2.0549 -1.0816 -0.1908
C -0.6497 -1.1575 -0.2922
C 0.0496 -0.0641 0.0411
C -0.6747 1.0796 0.5048
C -2.0760 1.1751 0.3388
C 2.4210 -0.6851 0.8514
C 3.6406 -0.2870 0.4372
C 2.2620 0.6500 -0.9332
H -4.7439 0.5945 0.0091
H -2.6038 -1.9776 -0.5478
H -0.1496 -2.0259 -0.6336
H -0.2779 2.0690 0.8386
H -2.6682 1.8807 0.9587
H 2.1489 -1.2381 1.7614
H 4.6239 -0.5400 0.9118
H 1.9016 1.3939 -1.7115
N 1.4690 -0.0214 -0.0293
N 3.5115 0.4420 -0.6573
O -4.1556 -0.0858 -0.2675
*
```

***

Relative calculated energies, zero for the most stable structure, unit kcal/mol: 1 22.1; 2 0.0.

***

--- 1 ---
A structure of composition C24H30N2O4, computed with ωB97M-V with the def2-TZVPD basis set.

Computed properties:
HOMO level   -7.19 eV
Kohn-Sham gap   7.6 eV
Lowest unoccupied orbital energy   0.4 eV

Structure (ORCA input):
```
! RIJCOSX wB97M-V def2-TZVPD def2/J DEFGRID3
* xyz 0 1
C -6.0582 -0.2976 1.6491
H -5.2440 -0.4715 2.3728
O -5.4615 -0.6908 0.3070
C -4.4519 -0.2834 -0.2759
C -4.1552 -1.0088 -1.6233
C -3.1257 -0.5259 -2.1413
C -2.3531 0.4548 -1.5529
C -2.6210 1.2102 -0.6398
C -3.7396 0.8066 0.1486
O -3.9449 1.2946 1.4493
C -3.0921 2.3967 2.0702
H -3.0857 3.2551 1.4275
H -2.0192 1.5556 1.9670
H -3.3688 2.4516 3.1043
H -1.9887 1.9745 -0.2825
C -1.0798 0.9580 -2.3193
H -0.8522 0.2062 -3.2815
H -1.1118 1.9772 -2.6890
C 0.3306 0.9534 -1.6014
N 0.1749 -0.3248 -0.6518
C -0.1186 -0.4122 0.4615
O -0.3061 0.6557 1.4297
C -0.1864 -1.7495 1.0230
H 0.2903 -2.0019 2.0714
H -1.2392 -1.9145 0.8918
C 0.4579 -2.6296 -0.2358
H -0.1628 -3.7657 -0.3929
C 1.8759 -2.8769 -0.0286
O 2.1125 -4.2263 0.2572
N 2.7167 -2.0295 0.0977
H 2.3373 -0.9388 -0.1096
C 4.0727 -2.1318 0.1239
H 4.3273 -3.0794 0.6309
H 4.6139 -2.0919 -0.7210
C 4.5417 -1.1198 1.2663
C 4.2285 0.5211 0.8218
C 4.9203 0.9459 -0.4113
C 4.4824 2.1806 -0.4730
C 3.3374 2.8416 -0.2173
C 2.5433 2.3119 0.8925
C 3.1477 0.8831 1.4578
H 2.3623 0.5764 2.3356
H 1.6827 2.6105 1.2445
C 2.8724 3.9824 -0.7544
H 2.8878 4.1973 -1.9393
H 3.7209 4.8510 -0.4086
H 1.9804 4.2382 -0.4487
H 5.1771 2.4817 -1.4975
H 5.7997 0.5527 -0.7509
H 5.5270 -1.0653 1.4174
H 4.1420 -1.2057 2.1836
C 0.2277 -1.6312 -1.4495
H 1.2025 -1.6848 -2.2276
H -0.6825 -1.9336 -1.8132
H 1.2581 0.8103 -2.0243
H 0.3058 1.7545 -0.5991
H -2.8683 -0.9870 -3.1995
H -4.9034 -1.6138 -1.7754
H -6.9861 -0.7772 1.7753
H -6.2102 0.7518 1.8044
*
```

***

--- 2 ---
An isolated molecule of C24H30N2O4, computed with ωB97M-V with the def2-TZVPD basis set.

Computed properties:
HOMO level   -8.29 eV
SMILES   CCOc1cc(C(=O)Nc2ccc(C)cc2C)ccc1OCC(=O)N1CCCCC1
Kohn-Sham gap   9.0 eV
Lowest unoccupied orbital energy   0.7 eV

Structure (ORCA input):
```
! RIJCOSX wB97M-V def2-TZVPD def2/J DEFGRID3
* xyz 0 1
C -1.6117 -3.2319 -1.4337
C -0.2064 -2.7901 -1.0572
H 0.5305 -3.5587 -1.3309
H 0.0421 -1.8559 -1.5758
O -0.1869 -2.5831 0.3453
C 0.7831 -1.7987 0.8817
C 1.9694 -1.5090 0.2232
C 2.9442 -0.7019 0.7998
C 2.7706 -0.2444 2.0975
C 1.5955 -0.5260 2.7660
C 0.5798 -1.2645 2.1699
O -0.5471 -1.4461 2.9292
C -1.8097 -1.4800 2.2865
C -2.0703 -0.3043 1.3385
O -2.4878 -0.5066 0.2102
N -1.8146 0.9352 1.7968
C -1.4965 1.3121 3.1561
H -1.2860 0.4325 3.7590
C -2.6525 2.1122 3.7619
C -2.9479 3.3390 2.9037
C -3.2335 2.9021 1.4696
C -2.0662 2.0744 0.9352
H -2.2903 1.6901 -0.0611
H -1.1586 2.6879 0.8971
H -3.3867 3.7703 0.8274
H -4.1401 2.2943 1.4437
H -3.8012 3.8857 3.3084
H -2.0836 4.0075 2.9158
H -2.3903 2.4097 4.7780
H -3.5410 1.4788 3.8100
H -0.5942 1.9357 3.1325
H -1.9385 -2.3972 1.7049
H -2.5426 -1.4677 3.1003
H 1.4312 -0.1627 3.7687
H 3.5439 0.3472 2.5616
C 4.1745 -0.3393 0.0421
O 5.2907 -0.3595 0.5211
N 3.9809 0.0049 -1.2642
C 2.7546 0.2344 -1.9140
C 1.7796 1.0233 -1.3112
C 0.5459 1.1833 -1.9063
C 0.2594 0.5715 -3.1216
C 1.2575 -0.1682 -3.7396
C 2.5053 -0.3481 -3.1596
C 3.5599 -1.1761 -3.8307
H 4.3883 -0.5477 -4.1602
H 3.9595 -1.9217 -3.1437
H 3.1528 -1.6845 -4.7006
H 1.0546 -0.6370 -4.6926
C -1.1054 0.7036 -3.7231
H -1.3486 1.7519 -3.8918
H -1.8499 0.2942 -3.0410
H -1.1701 0.1741 -4.6700
H -0.2099 1.7823 -1.4224
H 1.9950 1.4936 -0.3637
H 4.8265 0.1173 -1.8089
H 2.1463 -1.9365 -0.7502
H -1.8618 -4.1622 -0.9307
H -2.3160 -2.4623 -1.1284
H -1.6760 -3.3775 -2.5081
*
```

***

Relative calculated energies, zero for the most stable structure, unit kcal/mol: 1 468.8; 2 0.0.

***

--- 1 ---
A cluster of 9 separate species, C13H44O9 in total, computed with ωB97M-V with the def2-TZVPD basis set.

Computed properties:
HOMO level   -10.01 eV
SMILES   CC(C)O.CC(C)O.CO.CO.CO.CO.CO.CO.CO
Kohn-Sham gap   10.3 eV
Lowest unoccupied orbital energy   0.3 eV

Structure (ORCA input):
```
! RIJCOSX wB97M-V def2-TZVPD def2/J DEFGRID3
* xyz 0 1
C 2.7360 -23.5828 10.3701
C 2.8999 -22.8931 9.0470
C 4.4695 -22.7775 8.7034
O 2.2130 -23.5882 8.0547
H 1.7066 -23.5345 10.7254
H 3.5029 -23.1634 11.0213
H 2.9398 -24.6518 10.3069
H 2.5328 -21.8758 9.1831
H 4.9701 -23.7051 8.9811
H 4.9334 -22.0679 9.3884
H 4.6964 -22.4810 7.6793
H 1.2906 -23.5014 8.3061
C 5.4229 -17.3275 11.8777
C 4.2433 -17.7586 11.0202
C 2.8328 -17.1568 11.3352
O 4.5557 -17.4442 9.7337
H 6.3991 -17.3406 11.3931
H 5.3041 -17.9511 12.7638
H 5.4213 -16.3059 12.2578
H 4.1125 -18.8369 11.1107
H 2.3010 -17.8729 11.9618
H 2.1624 -17.0626 10.4809
H 2.8425 -16.2319 11.9119
H 5.3273 -16.8738 9.7037
C 8.0081 -25.8527 5.0219
O 7.1325 -26.1360 6.1282
H 7.4289 -25.6815 4.1145
H 8.6738 -25.0318 5.2886
H 8.5965 -26.7450 4.8082
H 6.1948 -26.0591 5.9374
C 3.5948 -25.1434 3.7428
O 3.3946 -25.8091 4.9991
H 4.4063 -24.4214 3.8345
H 4.0196 -25.8639 3.0438
H 2.7441 -24.5279 3.4502
H 2.8678 -25.3171 5.6332
C -1.4121 -20.5998 12.0583
O -1.3329 -19.2410 12.4667
H -0.7540 -21.1033 12.7664
H -2.3606 -21.0658 12.3255
H -1.2194 -20.8001 11.0044
H -1.7763 -18.6759 11.8298
C 5.0288 -18.7919 4.9115
O 3.8850 -19.1092 5.6623
H 5.1375 -17.7074 4.8986
H 6.0061 -18.9706 5.3601
H 5.1373 -19.3414 3.9764
H 3.9512 -18.9068 6.5984
C -2.7262 -24.5196 7.8770
O -2.5760 -23.1620 7.8594
H -3.5097 -24.8475 8.5601
H -3.0726 -24.9103 6.9202
H -1.7888 -24.9865 8.1795
H -3.4192 -22.7061 7.8067
C 6.5726 -28.4459 11.0326
O 7.2757 -28.9718 12.2047
H 7.0117 -27.5207 10.6594
H 6.6846 -29.1310 10.1922
H 5.5094 -28.2421 11.1590
H 7.3695 -29.9022 11.9873
C 10.0569 -23.6365 8.6305
O 9.5007 -24.8588 9.0166
H 9.2260 -22.9475 8.4788
H 10.6795 -23.3534 9.4792
H 10.6687 -23.7898 7.7415
H 8.7322 -25.1605 8.5267
*
```

***

--- 2 ---
A cluster of 9 separate species, C13H44O9 in total, computed with ωB97M-V with the def2-TZVPD basis set.

Computed properties:
HOMO level   -10.10 eV
SMILES   CCO.CCO.CCO.CCO.CO.CO.CO.CO.CO
Kohn-Sham gap   10.3 eV
Lowest unoccupied orbital energy   0.2 eV

Structure (ORCA input):
```
! RIJCOSX wB97M-V def2-TZVPD def2/J DEFGRID3
* xyz 0 1
C -34.1879 -7.0335 -18.9695
C -34.7064 -8.2765 -18.1956
O -35.1487 -7.8976 -16.9174
H -33.8510 -7.2947 -19.9727
H -33.2942 -6.6873 -18.4503
H -34.9500 -6.2564 -19.0287
H -33.8961 -8.9771 -17.9940
H -35.4135 -8.7669 -18.8647
H -35.3843 -8.6889 -16.4274
C -32.8221 -9.3012 -5.9169
C -34.0541 -10.1062 -6.2121
O -33.7100 -11.4805 -6.2305
H -32.9001 -8.2601 -5.6035
H -32.1474 -9.2870 -6.7729
H -32.4576 -9.7298 -4.9833
H -34.6282 -9.8235 -7.0944
H -34.8073 -10.0701 -5.4250
H -33.4678 -11.7057 -5.3293
C -31.4196 -15.7180 -14.9290
C -31.5136 -16.0166 -16.4388
O -30.3214 -16.5346 -17.0042
H -31.3161 -16.6827 -14.4323
H -32.3011 -15.2566 -14.4837
H -30.5876 -15.0781 -14.6350
H -31.6515 -15.0604 -16.9433
H -32.3890 -16.6110 -16.7005
H -29.6603 -15.8402 -16.9554
C -40.3572 -11.6618 -14.5266
C -40.7698 -11.7504 -13.0791
O -39.7320 -11.3936 -12.2404
H -40.0500 -10.6616 -14.8320
H -41.1464 -11.9526 -15.2200
H -39.5879 -12.3893 -14.7856
H -41.1501 -12.7589 -12.9168
H -41.6440 -11.1277 -12.8891
H -40.0114 -11.4565 -11.3241
C -36.1850 -14.6228 -9.3065
O -34.9247 -13.9918 -9.3769
H -36.3295 -15.3133 -10.1374
H -36.1639 -15.2207 -8.3954
H -36.9479 -13.8442 -9.3012
H -34.7404 -13.4784 -8.5869
C -33.1150 -4.9801 -13.6375
O -34.2235 -4.7938 -14.5189
H -32.1516 -4.8747 -14.1363
H -33.1021 -4.1955 -12.8810
H -33.0895 -5.9200 -13.0861
H -34.4639 -5.6151 -14.9538
C -29.7135 -11.6297 -10.1025
O -28.5007 -11.4078 -10.8125
H -30.0150 -12.6758 -10.0491
H -29.6643 -11.4198 -9.0340
H -30.5016 -11.0167 -10.5397
H -28.6512 -10.8237 -11.5593
C -29.8693 -9.5428 -15.2389
O -28.7827 -9.2275 -14.4114
H -30.2602 -10.5018 -14.8991
H -30.6609 -8.8100 -15.0826
H -29.5417 -9.5333 -16.2785
H -28.4672 -8.3657 -14.6932
C -34.9050 -10.9498 -12.7194
O -35.9028 -10.7810 -13.7159
H -34.1592 -10.1556 -12.6872
H -35.2537 -11.0074 -11.6883
H -34.3064 -11.8547 -12.8241
H -36.7444 -10.8580 -13.2605
*
```

***

Relative calculated energies, zero for the most stable structure, unit kcal/mol: 1 17.3; 2 0.0.